{"formula": "C28H33Ge2N5OS3V", "method": "ωB97M-V/def2-TZVPD", "species": ["V", "N", "C", "S", "N", "N", "C", "C", "C", "C", "C", "C", "C", "O", "H", "H", "H", "H", "H", "H", "H", "C", "C", "Ge", "C", "C", "C", "C", "Ge", "C", "C", "C", "C", "C", "C", "C", "C", "C", "C", "H", "H", "H", "H", "H", "H", "H", "H", "H", "H", "H", "H", "H", "H", "H", "H", "H", "H", "H", "H", "H", "H", "H", "H", "H", "H", "S", "C", "S", "C", "C", "N", "C", "N"], "xyz": [[0.068214, -0.797911, 0.183763], [-3.984088, 0.658153, -1.288185], [-1.692308, 0.005066, -1.458507], [-0.365373, -0.930942, -2.259675], [-2.053551, -0.514016, -0.083369], [-1.595410, -1.784388, 0.120799], [-2.101312, -2.943322, 0.191472], [-1.203233, -4.048439, 0.414395], [-1.722671, -5.338251, 0.590575], [-0.906688, -6.428582, 0.771895], [0.482101, -6.223659, 0.772167], [1.022728, -4.975890, 0.594688], [0.212033, -3.823102, 0.408210], [0.789632, -2.683240, 0.242747], [-3.749076, 1.647128, -1.162802], [-3.661293, 0.185190, -0.391857], [-3.175107, -3.103436, 0.071099], [-2.801890, -5.461401, 0.581833], [-1.320903, -7.417998, 0.912043], [1.145150, -7.069200, 0.917699], [2.093875, -4.820286, 0.598658], [-3.019001, -0.129805, 2.942356], [-2.037245, 0.995226, 3.248037], [-0.894868, 1.601606, 1.747207], [0.566984, 2.752495, 2.396688], [1.211982, 3.602053, 1.310329], [-2.187746, 2.861857, 0.878668], [-1.965709, 3.039873, -0.432564], [-0.641655, 1.655067, -0.973988], [-2.993604, 0.050073, -2.235259], [-5.405104, 0.476829, -1.606810], [0.618629, 2.326999, -2.331928], [0.660351, 3.847874, -2.462627], [-2.736002, 3.968294, -1.293210], [-3.371044, 5.099582, -0.769048], [-4.127428, 5.932391, -1.577083], [-4.264468, 5.662953, -2.933992], [-3.618392, 4.562773, -3.477735], [-2.855389, 3.734492, -2.665913], [-3.643291, -0.359486, 3.810352], [-2.495265, -1.043761, 2.657799], [-3.680726, 0.132329, 2.112618], [-1.393166, 0.722214, 4.082418], [-2.581443, 1.904410, 3.531023], [1.306879, 2.112620, 2.877762], [0.129630, 3.383127, 3.178389], [1.685194, 2.966008, 0.558222], [1.989878, 4.250363, 1.721207], [0.477380, 4.239383, 0.810989], [-3.004940, 3.381407, 1.393651], [-3.342240, -0.964509, -2.454043], [-2.949701, 0.626751, -3.158472], [-6.013396, 0.935934, -0.830694], [-5.620989, -0.587747, -1.660429], [-5.623875, 0.941720, -2.566072], [0.375634, 1.833901, -3.274769], [1.594632, 1.935749, -2.037186], [-0.248925, 4.244663, -2.918950], [1.503384, 4.163146, -3.082014], [0.771716, 4.334818, -1.492104], [-3.250681, 5.325006, 0.282971], [-4.605332, 6.805179, -1.149416], [-4.851031, 6.318742, -3.564464], [-3.692284, 4.357959, -4.538723], [-2.312104, 2.903755, -3.107147], [2.407445, -0.059144, 0.528981], [2.083731, -0.250645, 2.206763], [0.465229, -0.739831, 2.620065], [3.028874, -0.031065, 3.193314], [4.357513, 0.373514, 2.874402], [5.434570, 0.712731, 2.641005], [2.709020, -0.169912, 4.575116], [2.454920, -0.284576, 5.694351]], "forces_ev_per_a": [[0.1, -0.7, 0.4], [0.0, 0.1, 0.0], [0.2, 0.0, 0.0], [0.0, 0.0, -0.2], [0.0, 0.1, 0.0], [0.1, 0.0, -0.2], [0.0, 0.0, 0.1], [0.0, 0.0, 0.0], [0.0, 0.0, 0.0], [0.0, 0.0, 0.0], [0.0, 0.0, 0.0], [0.0, 0.0, 0.0], [0.0, 0.0, 0.0], [0.0, 0.0, -0.1], [0.0, 0.0, 0.0], [0.0, 0.0, 0.0], [0.0, 0.0, 0.0], [0.0, 0.0, 0.0], [0.0, 0.0, 0.0], [0.0, 0.0, 0.0], [0.0, 0.0, 0.0], [0.0, 0.0, 0.0], [0.0, -0.1, -0.1], [-0.1, 0.4, -0.1], [0.0, -0.1, 0.1], [0.0, 0.0, 0.0], [0.0, 0.0, 0.0], [0.0, 0.0, -0.1], [-0.3, 0.2, 0.2], [0.0, 0.0, 0.0], [0.0, 0.0, 0.0], [0.1, -0.1, 0.0], [0.0, 0.0, 0.0], [0.0, 0.0, 0.0], [0.0, 0.0, 0.0], [0.0, 0.0, 0.0], [0.0, 0.0, 0.0], [0.0, 0.0, 0.0], [0.0, -0.1, 0.0], [0.0, 0.0, 0.0], [0.0, 0.0, 0.0], [0.0, 0.0, 0.0], [0.0, 0.0, 0.0], [0.0, 0.0, 0.0], [0.0, 0.1, 0.0], [0.0, 0.0, 0.0], [0.0, 0.0, 0.0], [0.0, 0.0, 0.0], [0.0, 0.0, 0.0], [0.0, 0.0, 0.0], [0.0, 0.0, 0.0], [0.0, 0.0, 0.0], [0.0, 0.0, 0.0], [0.0, 0.0, 0.0], [0.0, 0.0, 0.0], [0.0, 0.0, 0.0], [0.0, 0.0, 0.0], [0.0, 0.0, 0.0], [0.0, 0.0, 0.0], [0.0, 0.0, 0.0], [0.0, 0.0, 0.0], [0.0, 0.0, 0.0], [0.0, 0.0, 0.0], [0.0, 0.0, 0.0], [0.0, 0.0, 0.0], [-0.2, 0.1, 0.0], [0.0, -0.1, -0.1], [0.1, 0.1, -0.1], [0.1, 0.1, 0.1], [0.0, 0.0, 0.0], [0.0, 0.0, 0.0], [0.0, -0.1, -0.1], [0.0, 0.0, 0.0]], "mulliken_spin": [2.097, -0.007, 0.026, -0.025, -0.064, -0.093, 0.058, 0.011, 0.002, 0.008, 0.001, 0.003, 0.010, 0.015, 0.001, 0.000, -0.004, -0.001, 0.001, 0.000, 0.001, 0.013, -0.011, -0.013, 0.007, -0.004, -0.010, -0.004, -0.007, 0.020, -0.002, 0.007, -0.002, -0.002, 0.000, 0.000, 0.000, 0.000, -0.002, 0.000, 0.000, -0.002, -0.004, -0.001, 0.000, -0.001, 0.001, 0.000, 0.000, -0.001, -0.004, -0.001, 0.000, 0.001, 0.000, 0.000, -0.002, 0.000, 0.000, 0.000, 0.000, 0.000, 0.000, 0.000, 0.001, -0.043, 0.007, -0.009, 0.019, -0.001, 0.003, 0.000, 0.002], "lumo_ev": [1.66, 1.66], "total_charge": -1, "e_tot_ev": -210295.2091, "homo_lumo_gap_ev": [6.16, 6.30], "e_above_lowest_kj_mol": 290.4, "spin_multiplicity": 3}



{"formula": "C28H33N4NiP2S3", "method": "ωB97M-V/def2-TZVPD", "species": ["Ni", "S", "C", "C", "N", "C", "S", "C", "N", "C", "P", "C", "N", "C", "C", "C", "C", "C", "C", "N", "C", "P", "C", "C", "C", "C", "C", "C", "C", "C", "C", "H", "H", "H", "H", "H", "H", "H", "H", "H", "H", "H", "H", "H", "H", "H", "H", "H", "H", "H", "H", "H", "H", "H", "H", "H", "H", "H", "H", "S", "C", "C", "C", "C", "C", "C", "H", "H", "H", "H", "H"], "xyz": [[1.208896, 0.006625, -2.075191], [0.467213, 0.456208, -4.140712], [1.684423, -0.391254, -5.052984], [1.489448, -0.442831, -6.472505], [1.312051, -0.490342, -7.609241], [2.778380, -0.985684, -4.504166], [3.121242, -0.978935, -2.798766], [3.732969, -1.653137, -5.338843], [4.524146, -2.186368, -5.983631], [3.197192, -0.002217, 0.917216], [1.815358, 0.806266, 0.017475], [0.454444, 0.230141, 1.116442], [0.300448, 0.744288, 2.296832], [-0.649307, 0.181741, 3.112966], [-0.873687, 0.727957, 4.388893], [-1.794635, 0.154936, 5.227569], [-2.524604, -0.974692, 4.816618], [-2.325340, -1.514656, 3.571640], [-1.382099, -0.941876, 2.700910], [-1.172484, -1.508275, 1.467298], [-0.309154, -0.936043, 0.686499], [0.149113, -1.685667, -0.932444], [1.278421, -3.005176, -0.343743], [-1.218646, -2.670002, -1.728969], [-2.393799, -1.781424, -2.126952], [-0.587014, -3.222605, -3.019560], [-1.719509, -3.825311, -0.857934], [2.257036, 2.618052, 0.147564], [1.489322, 3.439936, -0.890149], [2.065423, 3.212143, 1.543211], [3.745917, 2.681694, -0.239833], [3.386082, 0.486544, 1.874337], [4.100024, -0.000150, 0.309625], [2.932025, -1.038891, 1.115708], [-0.304559, 1.603736, 4.674131], [-1.968402, 0.577398, 6.209285], [-3.250738, -1.416300, 5.487545], [-2.878096, -2.379123, 3.226319], [0.808648, -3.638608, 0.408111], [2.167813, -2.546470, 0.082924], [1.611637, -3.603209, -1.189759], [-2.077191, -0.946313, -2.750247], [-2.898125, -1.370668, -1.256396], [-3.106775, -2.394466, -2.687537], [-0.162268, -2.423943, -3.632242], [-1.371851, -3.712476, -3.601597], [0.187487, -3.963939, -2.821521], [-2.125906, -3.463621, 0.085082], [-0.930033, -4.547287, -0.643633], [-2.508165, -4.354905, -1.401103], [0.422491, 3.467313, -0.691406], [1.611607, 3.031774, -1.895580], [1.885342, 4.460175, -0.877197], [1.021620, 3.187687, 1.847284], [2.406840, 4.252363, 1.530015], [2.648009, 2.679641, 2.297431], [3.942186, 2.159049, -1.180150], [4.396836, 2.272119, 0.532017], [4.016056, 3.731594, -0.375687], [-1.251378, 1.345775, -1.165506], [-2.146106, 1.715181, 0.304018], [-3.254700, 0.949279, 0.692549], [-3.952083, 1.216905, 1.861167], [-3.572548, 2.266950, 2.685918], [-2.494328, 3.056423, 2.308159], [-1.795915, 2.784924, 1.142232], [-3.565768, 0.128165, 0.062275], [-4.797887, 0.594294, 2.130760], [-4.108079, 2.467583, 3.605724], [-2.184736, 3.887215, 2.932791], [-0.960235, 3.414792, 0.868643]], "forces_ev_per_a": [[-0.3, 0.1, 0.3], [0.1, -0.1, -0.1], [0.0, 0.0, 0.0], [0.0, -0.1, -0.1], [0.0, 0.0, 0.0], [0.0, 0.0, 0.1], [0.1, 0.0, -0.1], [0.1, 0.0, -0.1], [0.0, 0.0, 0.0], [0.0, 0.0, 0.0], [0.0, -0.1, -0.2], [0.0, 0.0, 0.0], [0.0, 0.0, 0.0], [0.0, 0.0, 0.0], [0.0, 0.0, 0.0], [0.0, 0.0, 0.0], [0.0, 0.0, 0.0], [0.0, 0.0, 0.0], [0.0, 0.0, 0.0], [0.0, 0.0, 0.0], [0.1, 0.0, 0.0], [0.1, 0.0, -0.1], [0.0, 0.0, 0.0], [0.0, 0.0, 0.0], [0.0, 0.0, 0.0], [0.0, 0.0, 0.0], [0.0, 0.0, 0.0], [0.0, 0.1, 0.1], [-0.1, 0.0, 0.0], [0.0, 0.0, 0.0], [0.0, 0.0, 0.0], [0.0, 0.0, 0.0], [0.0, 0.0, 0.0], [0.0, 0.0, 0.0], [0.0, 0.0, 0.0], [0.0, 0.0, 0.0], [0.0, 0.0, 0.0], [0.0, 0.0, 0.0], [0.0, 0.0, 0.0], [0.0, 0.0, 0.0], [0.0, 0.0, 0.0], [0.0, 0.0, 0.0], [0.0, 0.0, 0.1], [0.0, 0.0, 0.0], [0.0, 0.0, 0.0], [0.0, 0.0, 0.0], [0.0, 0.0, 0.0], [0.0, 0.0, 0.0], [0.0, 0.0, 0.0], [0.0, 0.0, 0.0], [0.0, 0.0, 0.0], [0.0, 0.0, 0.0], [0.0, 0.0, 0.0], [0.0, 0.0, 0.0], [0.0, 0.0, 0.0], [0.0, 0.0, 0.0], [0.0, 0.0, 0.0], [0.0, 0.0, 0.0], [0.0, 0.0, 0.0], [0.0, 0.0, -0.1], [0.0, 0.0, 0.1], [0.0, 0.0, 0.0], [0.0, 0.0, 0.0], [0.0, 0.0, 0.0], [0.0, 0.0, 0.0], [0.0, 0.0, 0.0], [0.0, 0.0, 0.0], [0.0, 0.0, 0.0], [0.0, 0.0, 0.0], [0.0, 0.0, 0.0], [0.0, 0.0, 0.0]], "mulliken_spin": [1.451, 0.141, -0.015, -0.013, -0.006, 0.012, 0.192, -0.016, 0.009, 0.009, 0.033, 0.009, -0.001, -0.001, 0.000, 0.000, 0.000, -0.001, -0.002, -0.006, 0.008, 0.070, 0.006, 0.015, 0.010, 0.001, 0.006, 0.006, 0.007, -0.002, 0.007, -0.002, 0.002, 0.000, 0.000, 0.000, 0.000, 0.000, 0.000, -0.002, 0.000, -0.002, -0.001, 0.000, 0.000, 0.000, 0.000, 0.000, 0.001, -0.002, 0.001, 0.000, 0.000, 0.000, 0.001, 0.000, -0.007, 0.000, 0.000, 0.056, 0.005, 0.009, -0.005, 0.011, -0.006, 0.010, 0.002, 0.000, 0.000, 0.000, 0.002], "lumo_ev": [1.81, 1.82], "total_charge": -1, "e_tot_ev": -127662.8001, "homo_lumo_gap_ev": [6.34, 6.53], "e_above_lowest_kj_mol": 35.2, "spin_multiplicity": 3}